Entry from OMol25: a cluster of 4 separate species, C5H20N3O3 in total (ωB97M-V with the def2-TZVPD basis set).

Atoms and positions in Å:
H1 -3.20554 0.20579 0.33534
H2 -3.29951 -1.45857 0.57624
O1 2.99846 1.89025 1.08749
H3 -1.78168 1.21509 1.14226
H4 -1.39406 -1.66458 1.64762
H5 2.72978 -1.02229 2.41021
H6 3.26467 1.25202 0.28760
C1 0.27394 -0.68886 -1.11405
N1 -2.66249 -0.69868 0.24175
H7 1.85758 2.31519 -1.27091
H8 -1.39027 1.17816 -1.26682
H9 0.64705 -1.84917 0.81483
H10 3.12132 1.26728 1.88047
O2 2.82698 -0.86078 1.50856
N2 -0.38292 -0.94641 -2.41705
O3 -2.24873 1.27903 -0.98155
H11 -1.50860 0.38110 2.68621
H12 -2.65272 -0.89894 -0.75422
C2 -1.33076 -0.83088 0.93725
H13 -0.29337 -2.02523 -2.45023
H14 3.56516 -1.10770 1.02535
H15 -0.28307 0.88970 1.55956
H16 1.80138 1.21712 -2.60590
C3 1.05633 0.43649 -0.79003
H17 -2.52934 2.15337 -1.44298
H18 -0.71404 -2.38431 -0.34534
H19 1.27405 0.67432 0.36197
N3 1.65042 1.36685 -1.62475
H20 0.00029 -0.30935 -3.14067
C4 -1.17658 0.48108 1.63110
C5 -0.21374 -1.45705 0.07068

Atoms 1-3, force components in eV/Å:
0.9 -1.0 0.2
-0.2 -0.2 0.4
1.4 -2.9 -0.8

* HOMO level (spin up / spin down): -2.63 / -7.40 eV
* relative energy (zero: lowest compared OMol25 entry of this formula, charge and spin): 2.308 eV
* E: -16115.9601 eV
* frontier orbital gap (spin up / spin down): 2.8 / 7.5 eV
* spin multiplicity: 2
* largest force on an atom: 5.6 eV Å⁻¹